C4H14N2O3 | ωB97M-V/def2-TZVPD

Geometry as XYZ:
```
23
Properties=species:S:1:pos:R:3:forces:R:3:nbo_charge:R:1
C 1.575 -0.518 1.191 0.156 -0.196 -0.110 -0.42
N 0.749 0.382 0.391 0.354 0.248 -0.744 -0.46
C 1.292 1.760 0.362 0.176 -0.870 -0.002 -0.41
C 0.534 -0.149 -0.953 -0.131 -0.306 -0.449 -0.33
C -0.893 0.024 -1.452 0.235 0.724 0.289 0.69
N -1.329 1.313 -1.596 -0.250 -0.186 -0.216 -0.83
O -1.645 -0.899 -1.679 -0.100 -0.411 -0.091 -0.63
H 1.024 -1.421 1.446 -0.156 0.056 0.098 0.23
H 2.475 -0.865 0.665 0.123 0.212 -0.101 0.17
H 1.894 0.007 2.085 -0.081 -0.063 0.219 0.20
H 2.346 1.764 0.667 -0.211 0.129 0.281 0.19
H 0.674 2.398 0.969 0.032 0.417 0.433 0.21
H 1.312 2.156 -0.642 -0.212 0.105 -0.431 0.18
H 0.756 -1.198 -1.018 -0.241 -0.662 0.511 0.24
H 1.199 0.228 -1.737 0.228 0.678 0.139 0.19
H -2.217 1.380 -2.069 -0.049 0.183 0.072 0.40
H -0.729 2.119 -1.635 0.128 -0.223 0.091 0.40
O -2.006 -0.240 1.739 0.542 0.003 -0.407 -0.96
H -1.063 -0.313 1.481 -0.478 0.163 0.198 0.48
H -2.367 0.251 0.989 -0.096 -0.094 0.198 0.47
O -0.815 -2.895 0.285 -0.666 0.172 0.116 -0.97
H -1.495 -2.814 0.974 0.368 -0.072 -0.034 0.48
H -1.271 -2.469 -0.462 0.327 -0.006 -0.061 0.49
```
Positions in Å, forces in eV/Å.

Computed properties:
Relative energy (zero: lowest compared OMol25 entry of this formula, charge and spin) ... 0.8671 eV
Total energy ... -13497.900 eV
Spin multiplicity ... 1
LUMO ... 0.0212 Ha
E_HOMO ... -9.187 eV
SMILES ... CN(C)CC(N)=O.O.O
Frontier orbital gap ... 9.76 eV

---

C12H15N5O4PdSe | ωB97M-V/def2-TZVPD

Geometry as XYZ:
```
38
Properties=species:S:1:pos:R:3:forces:R:3:nbo_charge:R:1
Pd 0.011 1.562 0.861 -0.444 -0.732 0.036 0.91
O 0.496 -3.028 4.377 -0.220 -0.106 0.082 -0.66
C -0.704 -2.507 4.539 0.039 0.117 0.096 0.78
O -1.546 -2.987 5.253 -0.051 -0.073 0.008 -0.58
C -0.997 -1.239 3.802 0.265 -0.109 -0.016 -0.24
C -2.198 -0.581 3.891 -0.218 0.072 -0.083 0.03
N -2.130 0.495 3.087 0.201 0.027 0.126 -0.30
N -0.931 0.591 2.502 0.060 0.219 0.102 -0.29
C -0.230 -0.459 2.914 -0.362 0.182 -0.014 0.05
C 1.125 -0.621 2.328 0.358 -0.040 -0.365 0.76
O 1.839 -1.553 2.694 -0.071 0.339 -0.174 -0.63
O 1.435 0.245 1.418 -0.077 -0.422 0.184 -0.69
H 1.042 -2.492 3.743 0.244 0.006 -0.054 0.51
H -3.074 -0.832 4.465 0.000 0.031 -0.017 0.26
H -2.816 1.215 2.952 -0.064 0.102 -0.039 0.43
C 1.708 0.633 -1.677 -0.008 -0.233 -0.271 -0.28
C 1.857 -0.048 -3.071 -0.140 0.023 0.135 -0.25
N 0.551 -0.514 -3.550 0.071 0.016 0.049 -0.41
C 0.001 -1.469 -2.592 0.034 0.049 0.071 -0.25
C -0.169 -0.806 -1.192 -0.036 -0.172 -0.230 -0.26
N 0.280 0.586 -1.278 0.271 1.136 0.642 -0.44
C -0.521 1.318 -2.272 -0.069 -0.142 -0.339 -0.26
C -0.352 0.628 -3.658 0.005 0.065 0.089 -0.25
H 2.023 1.675 -1.697 -0.067 0.009 0.012 0.24
H 2.288 0.117 -0.916 -0.028 -0.006 0.072 0.23
H 2.528 -0.906 -3.018 0.000 -0.011 0.011 0.21
H 2.267 0.646 -3.805 -0.024 0.016 -0.005 0.21
H 0.682 -2.318 -2.534 -0.012 -0.046 0.018 0.21
H -0.954 -1.830 -2.973 -0.029 -0.009 -0.007 0.20
H 0.435 -1.312 -0.445 0.103 -0.049 0.139 0.22
H -1.206 -0.816 -0.853 -0.027 0.026 -0.047 0.20
H -0.173 2.348 -2.287 0.008 -0.027 -0.048 0.23
H -1.559 1.322 -1.940 0.000 -0.041 -0.005 0.21
H 0.063 1.322 -4.389 -0.017 0.031 -0.006 0.21
H -1.310 0.274 -4.041 -0.022 0.002 -0.001 0.20
Se -1.359 3.604 0.458 0.090 -0.613 0.018 -0.06
C 0.283 3.871 -0.285 0.191 0.197 -0.314 -0.03
N 1.315 3.866 -0.812 0.043 0.168 0.143 -0.39
```
Positions in Å, forces in eV/Å.

Computed properties:
Total energy ... -97153.688 eV
Spin multiplicity ... 1
LUMO ... -0.0717 Ha
E_HOMO ... -8.582 eV
Frontier orbital gap ... 6.63 eV

---

C20H12Cl2N3O9Ta | ωB97M-V/def2-TZVPD

Geometry as XYZ:
```
47
Properties=species:S:1:pos:R:3:forces:R:3:nbo_charge:R:1
Ta -0.226 -0.208 0.268 -0.043 -0.241 -0.323 2.75
O 3.770 -0.104 0.682 -0.094 -0.047 0.073 -0.41
C 2.788 -0.747 0.627 0.196 0.296 0.027 0.79
O 1.534 -0.094 0.926 -0.747 -0.068 0.696 -0.80
C 2.643 -2.163 0.260 0.164 -0.151 0.099 -0.25
C 3.769 -2.983 0.300 -0.010 -0.024 0.042 -0.09
C 3.614 -4.330 0.051 0.000 0.014 0.001 0.05
C 2.386 -4.912 -0.220 0.026 0.045 0.035 -0.12
C 1.291 -4.080 -0.288 0.227 -0.157 -0.250 0.02
C 1.414 -2.715 -0.073 0.193 -0.399 0.075 0.37
O 0.297 -1.963 -0.127 -0.158 0.529 -0.622 -0.71
N -0.043 -4.618 -0.604 -0.190 0.671 0.312 0.52
O -0.528 -5.358 0.215 0.048 -0.286 -0.090 -0.31
O -0.571 -4.174 -1.600 0.030 -0.195 -0.158 -0.34
N 4.817 -5.205 0.093 -0.095 0.052 0.017 0.53
O 4.631 -6.378 -0.120 0.018 -0.052 -0.012 -0.32
O 5.865 -4.661 0.337 0.065 0.010 0.005 -0.33
H 4.745 -2.582 0.539 -0.007 0.002 -0.002 0.29
H 2.305 -5.980 -0.378 0.007 -0.002 0.000 0.30
Cl -7.678 1.040 -0.006 0.000 0.009 -0.003 0.12
C -5.980 0.919 0.136 0.009 0.002 0.006 -0.02
C -5.235 2.059 0.442 -0.040 -0.037 -0.015 -0.17
C -3.857 1.996 0.574 0.048 -0.366 -0.017 -0.08
Cl -2.950 3.394 0.955 0.086 0.121 0.040 0.09
C -3.218 0.771 0.388 -0.528 -0.091 0.022 0.36
O -1.887 0.648 0.498 0.402 0.823 0.899 -0.75
C -3.968 -0.376 0.071 0.014 0.359 0.006 -0.24
C -3.271 -1.617 -0.116 -0.012 -0.113 0.111 0.49
O -2.038 -1.739 -0.083 0.376 0.211 -0.107 -0.63
C -5.355 -0.304 -0.050 0.080 0.055 0.033 -0.14
H -5.738 3.007 0.579 -0.012 0.002 0.003 0.27
H -3.867 -2.521 -0.282 0.059 -0.016 -0.029 0.20
H -5.937 -1.184 -0.288 0.007 -0.019 -0.005 0.26
C 1.893 5.948 -0.343 0.033 0.056 -0.001 -0.66
C 1.359 4.559 -0.297 -0.059 -0.129 0.014 0.14
C 1.284 3.757 -1.437 -0.003 0.053 0.102 -0.24
C 0.793 2.476 -1.344 -0.084 -0.084 0.084 0.08
N 0.361 1.956 -0.178 0.000 -0.754 -0.876 -0.60
C 0.424 2.719 0.933 -0.038 -0.130 -0.123 0.06
C 0.910 4.000 0.907 0.020 0.037 -0.088 -0.22
H 2.169 6.242 -1.352 0.005 0.007 -0.004 0.24
H 2.771 6.029 0.299 0.002 0.013 0.001 0.26
H 1.149 6.650 0.038 0.005 0.010 0.005 0.26
H 1.616 4.126 -2.397 -0.001 0.008 -0.016 0.26
H 0.737 1.845 -2.222 0.003 -0.018 -0.004 0.22
H 0.071 2.286 1.862 -0.003 -0.026 0.029 0.22
H 0.943 4.567 1.827 0.000 0.015 0.007 0.26
```
Positions in Å, forces in eV/Å.

Computed properties:
Relative energy (zero: lowest compared OMol25 entry of this formula, charge and spin) ... 3.0495 eV
Total energy ... -70408.118 eV
Spin multiplicity ... 1
LUMO ... -0.3741 Ha
E_HOMO ... -15.178 eV
Frontier orbital gap ... 5.00 eV
Total charge ... +2

---

C29H48Cl2InO10 | ωB97M-V/def2-TZVPD

Geometry as XYZ:
```
90
Properties=species:S:1:pos:R:3:forces:R:3:lowdin_charge:R:1
C 0.388 2.101 -2.590 0.444 -0.190 -0.044 -0.09
C 0.951 0.673 -2.719 -0.522 -0.177 0.250 -0.25
C 0.152 -0.322 -1.863 0.446 0.238 -0.124 -0.21
C 0.493 -0.186 -0.357 -0.374 -0.314 -0.554 -0.22
C -0.687 0.265 0.515 0.236 0.591 0.254 -0.32
C -0.439 1.607 1.213 0.625 -0.017 0.322 -0.32
In 1.202 1.457 2.734 -0.161 -0.081 -0.141 0.41
C 2.715 3.065 2.150 0.285 -0.954 -0.350 -0.74
Cl 2.542 4.698 2.836 0.056 0.023 -0.098 0.53
C 3.745 2.912 1.301 -0.442 0.871 0.725 -0.88
C 4.710 3.992 0.891 -0.514 0.042 -0.280 -0.18
Cl 4.030 1.353 0.574 0.019 -0.160 -0.099 0.60
H -0.550 2.110 -2.042 -0.145 -0.006 0.034 0.06
H 1.091 2.729 -2.048 -0.044 0.216 0.034 0.07
H 0.224 2.533 -3.575 -0.032 0.188 -0.049 0.05
H 1.983 0.635 -2.376 0.212 0.071 -0.110 0.09
H 0.943 0.351 -3.759 -0.013 0.001 -0.149 0.09
H 0.369 -1.329 -2.220 -0.009 -0.162 0.039 0.09
H -0.908 -0.143 -2.038 -0.165 -0.085 0.009 0.09
H 1.321 0.512 -0.264 0.106 0.064 0.198 0.06
H 0.865 -1.157 -0.034 0.148 -0.006 0.264 0.08
H -0.879 -0.471 1.297 -0.246 -0.253 -0.082 0.08
H -1.554 0.366 -0.133 -0.309 -0.303 0.047 0.06
H -0.173 2.369 0.478 0.006 0.080 -0.103 0.02
H -1.323 1.970 1.737 -0.210 -0.066 -0.028 0.01
H 1.987 -0.142 2.616 -0.068 0.164 0.045 -0.11
H 0.584 1.724 4.381 0.121 0.161 -0.086 -0.13
H 5.335 4.306 1.722 0.264 -0.085 0.043 0.07
H 4.117 4.859 0.608 0.019 0.220 -0.025 0.05
H 5.292 3.709 0.021 0.238 -0.138 0.097 0.05
O -3.501 1.349 -1.256 0.033 0.091 -0.101 0.10
C -4.212 0.390 -1.213 -0.131 0.155 0.000 -0.49
O -3.931 -0.753 -1.880 0.003 -0.029 -0.004 0.03
C -5.005 -1.696 -1.727 -0.106 -0.138 0.044 -0.15
C -5.735 -1.268 -0.461 -0.062 0.102 0.062 -0.15
C -5.531 0.247 -0.478 0.077 -0.485 0.155 -0.07
H -5.641 -1.638 -2.614 -0.004 0.033 0.001 0.13
H -4.587 -2.697 -1.658 0.132 0.050 -0.045 0.13
H -6.777 -1.579 -0.442 0.002 0.003 -0.074 0.11
H -5.239 -1.695 0.412 0.013 -0.021 -0.015 0.12
H -6.304 0.761 -1.050 0.019 0.070 0.016 0.13
H -5.460 0.674 0.518 -0.002 0.207 -0.076 0.13
O -2.226 -5.454 1.129 -0.068 -0.106 -0.127 0.10
C -1.043 -5.300 1.017 -0.034 0.161 0.304 -0.49
O -0.231 -6.262 0.520 0.029 -0.029 -0.044 0.02
C 1.148 -5.839 0.597 0.050 0.312 0.077 -0.15
C 1.091 -4.319 0.669 -0.064 0.061 0.129 -0.15
C -0.224 -4.086 1.412 0.310 -0.022 -0.483 -0.07
H 1.595 -6.281 1.490 -0.023 -0.009 0.005 0.13
H 1.677 -6.197 -0.272 -0.068 -0.147 -0.096 0.09
H 1.959 -3.879 1.154 0.001 -0.033 0.027 0.12
H 1.022 -3.903 -0.337 0.019 -0.002 -0.004 0.11
H -0.088 -4.090 2.494 -0.096 0.059 0.022 0.13
H -0.715 -3.169 1.099 -0.150 0.011 0.226 0.12
O 4.492 -6.596 -0.533 -0.117 0.118 -0.008 0.14
C 4.136 -7.669 -0.914 0.257 -0.053 0.160 -0.48
O 2.844 -8.078 -0.841 0.092 -0.183 -0.132 0.00
C 2.730 -9.445 -1.272 -0.025 -0.123 -0.088 -0.15
C 3.954 -9.691 -2.146 0.132 0.005 0.015 -0.16
C 4.993 -8.777 -1.499 -0.359 -0.160 -0.325 -0.07
H 2.715 -10.084 -0.387 0.022 0.005 0.009 0.13
H 1.794 -9.567 -1.811 -0.063 0.122 0.076 0.13
H 4.245 -10.739 -2.188 -0.030 -0.008 0.062 0.11
H 3.754 -9.357 -3.164 -0.024 -0.007 0.000 0.12
H 5.525 -9.269 -0.684 0.061 0.058 0.012 0.13
H 5.703 -8.372 -2.214 0.134 0.079 0.160 0.12
O 2.646 7.952 8.825 0.015 -0.078 0.106 0.10
C 2.307 7.499 7.769 0.081 0.226 -0.075 -0.50
O 2.717 6.296 7.321 -0.066 0.031 -0.008 0.03
C 2.232 6.067 5.978 -0.102 -0.112 -0.119 -0.18
C 1.025 6.982 5.835 -0.034 0.154 0.016 -0.15
C 1.412 8.156 6.732 -0.232 -0.420 -0.128 -0.08
H 3.027 6.315 5.275 0.025 0.010 0.026 0.10
H 1.980 5.017 5.862 0.126 -0.047 0.102 0.11
H 0.818 7.254 4.803 0.070 -0.035 -0.023 0.11
H 0.138 6.490 6.237 0.008 -0.030 -0.018 0.12
H 1.997 8.907 6.198 0.001 0.058 0.055 0.13
H 0.556 8.625 7.210 0.125 0.182 0.070 0.12
O -6.258 3.351 -6.252 -0.019 -0.098 -0.096 0.11
C -5.248 3.323 -5.608 -0.143 0.178 0.144 -0.50
O -4.637 2.172 -5.256 0.064 0.010 -0.037 0.03
C -3.508 2.449 -4.395 0.178 0.054 0.100 -0.14
C -3.130 3.892 -4.690 -0.058 0.132 -0.025 -0.15
C -4.486 4.506 -5.038 0.444 -0.203 -0.091 -0.08
H -3.815 2.304 -3.361 0.010 0.002 0.006 0.10
H -2.706 1.751 -4.622 -0.127 -0.131 -0.056 0.13
H -2.619 4.375 -3.861 -0.030 -0.064 0.055 0.12
H -2.474 3.935 -5.562 0.010 -0.012 0.007 0.12
H -5.013 4.863 -4.153 -0.055 0.039 -0.032 0.13
H -4.413 5.302 -5.773 -0.219 0.070 0.038 0.12
```
Positions in Å, forces in eV/Å.

Computed properties:
Total energy ... -81545.793 eV
Spin multiplicity ... 1
LUMO ... 0.0664 Ha
E_HOMO ... -4.665 eV
Frontier orbital gap ... 6.47 eV
Total charge ... -1